1.
79
Properties=species:S:1:pos:R:3:forces:R:3 method="wB97M-V/def2-TZVPD" smiles="C=CC(=O)OCCCCCCc1ccc2c(c1)Sc1cccc(CC(=O)Cl)c1N2.C1CCOC1.C1CCOC1" e_homo_ha=-0.291 gap_ha=0.304 total_charge=0 energy_ha=-2494.5663
C 1.64069 -2.07700 2.99756 0.1772 -0.1305 0.0738
C 2.09918 -0.83521 2.99372 -0.6305 -0.1045 0.0516
C 3.48633 -0.51312 2.59546 0.0413 -0.0005 0.2015
O 4.42941 -0.94154 3.18278 0.6758 -0.1715 0.3090
O 3.64275 0.30651 1.51277 -0.0462 -0.3184 -0.1229
C 3.53768 -0.48718 0.31353 -0.1629 0.3626 -0.3445
C 3.70451 0.43447 -0.87146 0.2407 0.2645 0.0822
C 3.80774 -0.32580 -2.19500 -0.1199 -0.5538 0.9480
C 2.72066 -1.39908 -2.27870 -0.2372 0.3838 -0.7171
C 2.45699 -1.89206 -3.69390 -0.2257 -0.0053 -0.0054
C 1.57477 -3.14409 -3.76439 -0.0335 0.0687 -0.3144
C 0.25074 -3.03310 -3.05621 -0.6908 -0.0035 0.0716
C -0.91698 -2.77275 -3.78787 0.0242 -0.0234 0.4904
C -2.16242 -2.65283 -3.17062 0.3879 -0.0517 0.1910
C -2.28041 -2.79825 -1.78822 0.5812 -0.2295 -0.3313
C -1.12267 -3.08161 -1.05008 -0.4132 0.2554 -0.0281
C 0.11527 -3.18867 -1.67195 -0.0509 0.0632 -0.2890
S -1.31949 -3.30771 0.69683 0.0624 -0.0562 0.1089
C -2.55324 -2.06764 1.00555 -0.0543 -0.0591 -0.3654
C -2.53706 -1.32998 2.18603 -0.6554 0.3249 -0.4130
C -3.53570 -0.37467 2.40768 0.0043 -0.3856 -0.6027
C -4.51829 -0.16956 1.43671 0.5667 -0.3312 0.1759
C -4.55142 -0.91457 0.25072 0.5642 0.1183 0.2493
C -5.64068 -0.63027 -0.74626 0.3276 -0.5607 0.2849
C -6.92713 -1.42538 -0.57168 0.5862 0.1743 0.4667
O -7.75958 -1.49341 -1.39379 -0.8301 -0.0652 -0.7604
Cl -7.12083 -2.28792 0.96704 0.0181 0.0003 0.0945
C -3.55300 -1.88754 0.02737 -0.2350 0.4742 0.7342
N -3.52652 -2.69599 -1.12654 0.2165 0.3459 -0.0563
H 0.62585 -2.30415 3.28390 -0.1051 0.0381 0.0494
H 2.26370 -2.92238 2.73990 0.0821 -0.0246 -0.1264
H 1.44675 -0.03063 3.30514 0.0410 0.3087 -0.2419
H 2.56038 -0.97104 0.32544 -0.0231 -0.1634 -0.1061
H 4.33059 -1.23952 0.28388 0.0166 -0.1302 0.2697
H 4.62391 0.98934 -0.67416 0.0404 0.1425 -0.1664
H 2.88394 1.14567 -0.90551 -0.0837 -0.0226 0.0565
H 3.73186 0.37309 -3.02247 0.1062 0.0125 -0.1963
H 4.77556 -0.83160 -2.19771 0.1601 0.1108 -0.4195
H 2.96599 -2.25715 -1.65408 0.0704 0.0140 0.2224
H 1.78645 -0.96054 -1.92292 -0.0678 -0.1068 0.2621
H 3.39011 -2.07996 -4.22722 0.1051 -0.1071 0.0206
H 1.93684 -1.11554 -4.25988 0.0860 0.2125 0.0259
H 2.12800 -4.02234 -3.43048 0.0136 -0.0349 0.1783
H 1.34508 -3.29853 -4.81845 0.0860 -0.2284 -0.1024
H -0.87061 -2.65391 -4.86192 0.1011 -0.0267 -0.0712
H -3.03066 -2.46075 -3.78848 -0.1208 0.0489 0.0791
H 0.99586 -3.40241 -1.08062 -0.0283 -0.0058 0.1322
H -1.76860 -1.48657 2.92772 0.1378 -0.0612 -0.0393
H -3.52603 0.20749 3.31620 -0.0536 0.0566 0.0507
H -5.26901 0.59064 1.60694 -0.0967 0.0005 -0.0463
H -5.89232 0.42687 -0.74168 -0.2010 0.0916 0.0824
H -5.33338 -0.85683 -1.76493 0.0321 0.1250 -0.1686
H -4.24635 -2.45008 -1.78665 -0.1461 -0.1205 0.0068
C -1.35042 2.59682 -0.67308 0.0655 0.0936 0.1142
C -0.89955 3.24072 -1.98023 -0.0944 -0.0770 -0.0921
C 0.60978 3.07878 -1.89840 0.0752 0.0418 0.0860
O 0.84511 1.88065 -1.15504 -0.0719 0.0678 -0.0591
C -0.36849 1.44177 -0.53769 -0.0879 -0.1368 -0.0367
H -2.38601 2.26698 -0.68095 -0.0806 -0.0443 -0.0010
H -1.22130 3.29957 0.15380 -0.0048 -0.0257 0.0158
H -1.29431 2.67763 -2.82952 0.0160 0.0107 -0.0039
H -1.20669 4.27980 -2.08937 0.0065 0.0079 0.0207
H 1.07182 3.91566 -1.36312 -0.0209 0.0394 -0.0403
H 1.08216 2.99269 -2.87807 0.0374 -0.0434 0.0190
H -0.72634 0.55031 -1.06732 -0.0450 -0.0074 0.0263
H -0.16770 1.16983 0.49950 0.0660 0.0190 0.0074
C 2.34333 4.13358 3.33557 -0.1018 0.0537 -0.0401
C 1.46225 4.10909 4.58218 0.0945 -0.0513 0.0554
C 0.37006 3.13355 4.16771 -0.0534 0.0426 -0.0856
O 0.97817 2.20505 3.26651 0.0115 0.0598 -0.0174
C 2.27378 2.68540 2.87215 -0.0551 0.1342 0.1262
H 3.36304 4.46443 3.52464 0.0070 -0.0123 0.0145
H 1.90437 4.79200 2.58204 0.0172 -0.0052 -0.0110
H 2.02427 3.70928 5.42908 -0.0143 -0.0018 0.0036
H 1.07027 5.08500 4.86468 -0.0088 0.0050 -0.0195
H -0.44201 3.64754 3.64095 -0.0105 0.0269 0.0474
H -0.05589 2.58887 5.01162 0.0006 -0.0488 -0.0312
H 3.03683 2.07834 3.36678 0.0565 0.0256 -0.0052
H 2.38825 2.57347 1.79657 -0.0453 -0.0884 -0.0282



2.
81
Properties=species:S:1:pos:R:3:forces:R:3 method="wB97M-V/def2-TZVPD" e_homo_ha=-0.035 gap_ha=0.181 total_charge=-2 energy_ha=-4987.0273 relative_energy_ev=0.247
Sn 1.25575 -1.43721 1.75295 -0.2432 -0.2975 -0.5225
C 2.21267 -4.33883 0.41634 -0.0616 0.0910 0.0122
C 3.32114 -3.55337 0.82226 0.2216 -0.0939 0.1229
C 3.58855 -2.61608 -0.19980 0.2154 -0.0413 -0.0299
C 2.66301 -2.81857 -1.23566 -0.1101 0.0496 -0.0160
C 1.81216 -3.88281 -0.86188 -0.0347 0.0526 0.0274
C 0.76816 -4.52245 -1.74186 0.0804 0.0935 0.0925
C 2.60189 -2.03530 -2.52118 0.0103 -0.1135 0.0944
C 4.74644 -1.65485 -0.22853 -0.1551 -0.0341 0.0227
C 4.20381 -3.75364 2.03030 -0.1764 0.0167 -0.0571
C 1.56594 -5.46554 1.18252 0.0582 0.1013 -0.0829
H 0.12206 -5.19304 -1.16826 -0.0118 0.0300 -0.0033
H 1.22127 -5.12909 -2.54032 -0.0336 0.0223 0.0164
H 0.12165 -3.78446 -2.23169 -0.0116 -0.0375 0.0395
H 2.29195 -0.99529 -2.36707 -0.0002 0.0364 0.0018
H 1.88712 -2.48126 -3.21964 0.0313 0.0196 0.0153
H 3.57570 -1.99970 -3.02678 -0.0289 -0.0136 -0.0152
H 5.63438 -2.08324 -0.71846 -0.0023 0.0321 0.0146
H 5.04964 -1.36264 0.78201 -0.0112 0.0138 -0.0365
H 4.49328 -0.73735 -0.77208 0.0186 -0.0245 0.0355
H 4.33171 -2.83636 2.61707 0.0060 -0.0238 -0.0073
H 5.21113 -4.08819 1.74699 -0.0173 -0.0160 0.0148
H 3.79167 -4.50620 2.70741 0.0136 0.0272 0.0010
H 0.51299 -5.26459 1.41582 0.0337 -0.0264 -0.0052
H 2.06853 -5.63125 2.13834 -0.0139 -0.0050 -0.0239
H 1.59533 -6.41380 0.62985 0.0045 -0.0006 0.0263
S 0.59024 1.08843 2.29695 -0.0428 0.0486 0.2147
C 1.02488 1.26763 3.97338 -0.1697 0.3413 0.0299
C 0.64314 2.52153 4.58554 0.1127 -0.2817 -0.1178
N 0.33954 3.54091 5.03066 -0.0088 -0.0180 -0.0304
C 1.71108 0.35082 4.70084 0.1647 -0.0858 0.3363
S 2.30598 -1.18196 4.11379 -0.0119 0.0918 0.1445
C 2.04027 0.64888 6.07738 -0.0568 -0.0256 -0.2814
N 2.32760 0.87329 7.17081 -0.0143 -0.0260 -0.0298
C -3.14597 -0.82573 -3.16687 -0.0002 0.0414 -0.0080
C -3.79035 0.49055 -2.73513 0.0549 -0.1260 0.0433
C -4.37533 0.42754 -1.32408 0.0767 0.0275 -0.0382
C -3.31844 0.43906 -0.22344 -0.0765 0.1468 -0.1441
N -2.53420 1.66821 -0.20730 -0.0412 -0.0807 0.1433
C -1.19191 1.75564 -0.47173 -0.2417 0.3683 0.1212
Se -0.12693 0.47249 -1.19181 0.0052 -0.1243 -0.0590
N -0.81460 3.02157 -0.11983 0.0578 0.0851 -0.0827
C 0.55613 3.51568 -0.10155 -0.0222 0.0899 -0.1201
C 0.83728 4.50819 -1.22603 -0.0817 -0.0618 -0.0580
C 0.78988 3.88761 -2.62381 0.0787 -0.0575 0.0573
C 2.04507 3.08440 -2.95602 -0.0487 -0.0092 -0.0045
C -1.90777 3.73765 0.34574 0.2897 -0.2068 -0.0793
C -2.02895 5.03272 0.81137 0.0090 0.1368 0.0445
C -3.29258 5.45108 1.21289 -0.0262 -0.0354 -0.0244
C -4.38755 4.58954 1.16224 0.0352 -0.0002 0.0103
C -4.25495 3.28141 0.71000 -0.1047 -0.0294 0.0568
C -3.00020 2.87600 0.29474 0.0855 -0.2365 -0.0829
H -2.68621 -0.72881 -4.15290 -0.0154 -0.0194 0.0268
H -3.89184 -1.62456 -3.21590 0.0169 0.0146 0.0147
H -2.35706 -1.12900 -2.47594 -0.0361 0.0207 -0.0365
H -4.58922 0.75077 -3.43514 0.0092 0.0390 -0.0275
H -3.04886 1.29507 -2.78193 -0.0253 -0.0215 -0.0101
H -4.94968 -0.49719 -1.20973 -0.0588 0.0364 0.0124
H -5.06624 1.26161 -1.17116 -0.0160 -0.0200 -0.0101
H -2.62241 -0.38299 -0.35076 0.1019 -0.0152 0.0197
H -3.78380 0.33152 0.75708 0.0113 -0.0192 0.0603
H 1.20386 2.64369 -0.16419 -0.0044 -0.0125 0.0437
H 0.72073 3.97731 0.87217 0.0026 -0.0487 0.0606
H 1.83020 4.93499 -1.04775 -0.0346 0.0410 -0.0025
H 0.11722 5.32947 -1.16200 0.0131 0.0286 0.0085
H 0.65221 4.68228 -3.36249 0.0079 0.0034 -0.0282
H -0.08178 3.22973 -2.69518 -0.0027 0.0392 -0.0196
H 2.93410 3.72309 -2.93124 -0.0327 -0.0363 0.0026
H 1.97142 2.63862 -3.95110 0.0220 0.0188 0.0493
H 2.18230 2.26366 -2.24833 0.0018 0.0537 -0.0405
H -1.17349 5.69261 0.87383 -0.0189 -0.0268 0.0043
H -3.42523 6.46107 1.57911 0.0068 -0.0163 0.0154
H -5.35847 4.93731 1.49154 0.0176 0.0087 0.0127
H -5.09805 2.60304 0.70201 0.0141 0.0302 -0.0143
C -1.62584 -2.92951 0.56098 -0.0559 0.0292 -0.0351
C -1.61053 -2.88417 2.08093 -0.1546 -0.0503 0.0221
O -2.50453 -3.44435 2.71680 0.2435 0.1935 -0.1055
O -0.61907 -2.24377 2.60701 0.0756 0.0165 0.2754
H -2.58612 -3.29466 0.19511 0.0431 0.0011 0.0082
H -0.82566 -3.58959 0.22640 0.0543 -0.0382 -0.0662
H -1.39724 -1.94526 0.14541 0.0095 -0.0818 -0.0198



3.
81
Properties=species:S:1:pos:R:3:forces:R:3 method="wB97M-V/def2-TZVPD" e_homo_ha="-0.330 / -0.331" gap_ha="0.209 / 0.214" total_charge=+1 energy_ha=-2839.1916 relative_energy_ev=4.656
Os 0.31596 -0.09955 -0.39352 -0.4027 -2.4876 -1.1343
C -1.29484 4.39840 3.74898 0.0338 -0.0133 -0.0579
C -0.73880 4.49058 2.36275 -0.0781 -0.1344 0.3580
C -0.88317 5.55649 1.52646 -0.1669 0.2978 0.0708
C -0.32456 5.48147 0.24764 0.1509 -0.1699 -0.2726
N 0.33525 4.39666 -0.17384 0.0656 -0.1361 0.0785
C 0.47953 3.36396 0.64755 -0.2283 0.3343 -0.1474
S 1.41296 1.96284 0.21664 0.2460 0.2209 0.0650
N -0.05151 3.42708 1.89211 0.2846 0.1613 -0.0704
C -0.45861 6.61294 -0.71648 -0.0147 -0.0322 -0.0355
H -1.61605 5.37632 4.10323 0.0393 -0.0566 -0.0537
H -0.55119 3.99450 4.43991 -0.0524 0.0339 -0.0392
H -2.15784 3.72570 3.75620 0.0564 0.0842 0.0157
H -1.41599 6.44132 1.85426 0.0637 -0.1084 -0.0399
H 0.07343 2.60997 2.47249 0.0451 -0.0819 0.0741
H -0.49654 7.57504 -0.20477 -0.0025 -0.0699 -0.0181
H -1.39134 6.49332 -1.27785 0.0590 -0.0100 0.0452
H 0.36212 6.59187 -1.42962 -0.0207 0.0062 0.0171
O -2.48276 0.23597 -3.26489 -0.0218 -0.2046 0.2452
S -2.48780 -0.87964 -2.27937 -0.1297 -0.6446 -0.5123
C -3.10931 -2.35159 -3.10041 -0.2733 0.0443 -0.0057
C -3.21388 -2.35296 -4.48186 0.0498 -0.0811 -0.0903
C -3.76148 -3.46393 -5.10981 -0.0001 -0.0743 -0.0192
C -4.19434 -4.55351 -4.35872 -0.0203 0.0913 0.0097
C -4.10319 -4.53191 -2.97085 0.0648 0.0285 0.0032
C -3.57094 -3.41782 -2.33128 -0.0253 0.0541 -0.0785
C -0.79773 -1.45970 -2.18312 0.4231 2.0177 2.0813
C -0.44965 -2.63515 -1.30487 -0.3170 -0.4581 -0.3714
C 0.68179 -3.42321 -1.88294 0.3456 -0.0994 -0.3612
C 1.52699 -2.87031 -2.77930 -0.3170 -0.3222 0.1643
C 1.30297 -1.56570 -3.33690 -0.2209 0.0094 -0.8955
C 0.12978 -0.91730 -3.09497 0.5892 -0.4668 -1.1308
H -2.88380 -1.48407 -5.04469 -0.0526 -0.0998 0.0909
H -3.85935 -3.47732 -6.19074 0.0152 -0.0106 0.1213
H -4.63284 -5.41145 -4.85550 0.0567 0.0508 0.0286
H -4.46216 -5.37352 -2.38629 0.0358 0.1104 -0.0736
H -3.53969 -3.36746 -1.24423 -0.0438 0.0000 -0.1653
H -1.30183 -3.28512 -1.10115 -0.0744 -0.0585 0.1149
H 0.82083 -4.43808 -1.52969 -0.0154 0.0414 -0.0732
H 2.38117 -3.44551 -3.12690 -0.0872 0.0509 0.0124
H 2.02447 -1.13216 -4.02228 -0.1432 -0.1786 0.0614
H -0.15912 -0.04228 -3.66929 0.0153 0.0343 0.2600
C -3.70055 0.88411 1.29370 -0.1343 0.0140 0.0175
C -2.25786 0.38801 1.32731 0.1333 -0.0841 0.0216
C -1.57120 0.86520 2.60535 -0.1701 -0.1048 0.0511
C -1.52270 0.82522 0.05113 0.3673 0.4314 0.2890
H -4.22704 0.61338 2.21550 0.0100 0.0413 -0.0981
H -4.24394 0.44672 0.45022 0.0637 0.1068 0.0941
H -3.73453 1.97729 1.18940 0.0058 -0.1390 0.0012
H -2.28418 -0.70595 1.34838 -0.0328 -0.0107 -0.0302
H -1.64871 1.95897 2.66450 -0.2081 -0.4586 0.0890
H -0.51769 0.56859 2.61056 0.0459 0.0346 0.0657
H -2.04770 0.44753 3.50068 0.0707 0.0866 -0.1374
H -1.36712 1.90988 0.08722 -0.1760 -0.0398 0.0471
H -2.19229 0.67631 -0.77131 -0.2869 0.1783 -0.3280
N -0.03557 -1.94295 -0.08847 1.3885 1.2820 1.1982
C 0.67398 -2.57051 1.00947 -0.3951 -0.0611 0.0936
C 1.89548 -3.24165 0.89004 0.0094 0.0201 -0.2090
C 2.51993 -3.78151 2.01208 0.0113 0.0566 -0.0601
C 1.94643 -3.66104 3.27080 -0.0757 0.0364 -0.0037
C 0.72527 -3.00925 3.39426 -0.0037 -0.0209 0.0099
C 0.09891 -2.47427 2.27635 -0.2071 0.0474 -0.0043
H 2.35481 -3.33697 -0.08204 0.0473 0.0561 0.0142
H 3.46607 -4.30355 1.89458 -0.1331 0.0632 -0.0185
H 2.43522 -4.08537 4.14121 -0.0540 0.0396 -0.0834
H 0.24424 -2.93443 4.36399 0.0472 0.0243 -0.0913
H -0.87067 -1.99536 2.36852 0.1253 -0.0051 0.0293
C 5.27781 2.15328 0.13684 -0.0141 -0.0632 -0.1092
N 4.45842 1.20786 -0.62586 0.0522 0.2140 0.1493
C 3.78757 0.14159 -0.21412 0.2740 -0.0398 0.5426
S 2.65149 -0.57922 -1.33384 -0.3705 0.7724 0.3824
N 3.97924 -0.44212 0.96027 0.1513 0.1526 0.1365
C 4.88953 -0.11174 2.05920 -0.1245 -0.0860 -0.0321
H 5.72454 2.84556 -0.57110 -0.0178 -0.0200 -0.0351
H 6.08200 1.65587 0.66889 0.0037 -0.0036 -0.0752
H 4.66946 2.72545 0.83892 -0.0295 -0.0323 -0.0209
H 4.11946 1.53852 -1.51191 -0.0392 0.0871 -0.1948
H 3.43370 -1.27988 1.07114 -0.1959 -0.1795 0.1048
H 4.82434 0.93580 2.33583 -0.0608 -0.0259 0.0127
H 5.92315 -0.36132 1.82095 -0.0089 -0.0198 -0.0459
H 4.58379 -0.70322 2.91931 -0.0002 -0.0231 -0.0445